[1]
{
  "formula": "C8H12NOS",
  "method": "the ωB97M-V functional and the def2-TZVPD basis",
  "elements": ["C", "C", "C", "C", "C", "C", "C", "C", "N", "O", "S", "H", "H", "H", "H", "H", "H", "H", "H", "H", "H", "H", "H"],
  "positions_angstrom": [[3.181, 1.157, -0.295], [1.809, 1.229, 0.039], [3.632, -0.172, -0.396], [1.226, 0.071, 0.078], [-0.975, -1.055, -0.918], [-1.090, -0.087, -2.069], [-1.284, 0.409, 1.274], [-0.478, -0.566, 0.484], [-0.314, -1.785, 1.247], [-1.103, -2.288, -1.065], [2.349, -1.283, -0.302], [3.801, 2.066, -0.053], [1.413, 2.177, 0.407], [4.574, -0.590, -0.599], [-1.650, -0.542, -2.804], [-0.097, -0.050, -2.467], [-1.322, 1.016, -1.944], [-2.194, 0.068, 1.463], [-1.465, 1.325, 0.835], [-0.709, 0.696, 2.144], [-1.043, -1.714, 2.008], [0.653, -1.893, 1.652], [-0.632, -2.484, 0.367]],
  "forces_ev_per_angstrom": [[2.08, -0.88, 1.34], [0.56, 3.09, 0.54], [-1.44, 2.27, -0.31], [-4.18, -5.98, 0.56], [-0.01, -0.28, -0.12], [0.74, 1.33, 1.71], [3.96, 0.89, -0.36], [3.67, 2.15, -2.40], [-0.55, -0.95, 0.45], [0.36, 2.32, 0.86], [-1.19, 1.29, 0.33], [-0.35, -1.29, -0.96], [-0.28, -0.30, -0.43], [1.18, 0.01, -0.15], [-1.56, -0.78, -1.63], [0.96, -0.11, -0.30], [-0.14, -1.56, 0.54], [-4.01, -1.90, 1.34], [-0.10, 1.93, -1.62], [-0.10, -0.31, 0.61], [1.14, -0.84, -0.75], [-1.23, -0.14, -0.59], [0.49, 0.05, 1.35]],
  "de_lowest_kj_mol": 89.3,
  "total_charge": 1,
  "smiles": "CC(=O)[C@@](C)([NH3+])c1cccs1",
  "fmax_ev_per_a": 7.318,
  "orbital_gap_ev": 8.99,
  "homo_energy_ev": -12.7089
}

***

[2]
{
  "formula": "C14H23NO2",
  "method": "the ωB97M-V functional and the def2-TZVPD basis",
  "elements": ["C", "H", "C", "H", "H", "C", "C", "C", "C", "N", "C", "C", "C", "C", "C", "H", "H", "H", "H", "H", "H", "H", "H", "H", "H", "H", "H", "C", "H", "H", "H", "O", "C", "O", "C", "H", "H", "H", "H", "H"],
  "positions_angstrom": [[-2.911, -0.408, 0.553], [-3.676, 0.145, 0.015], [-2.364, 0.403, 1.720], [-1.689, -0.219, 2.313], [-3.177, 0.729, 2.371], [-1.573, 1.650, 1.282], [-0.469, 1.253, 0.421], [0.458, 0.913, -0.259], [1.545, 0.461, -1.105], [1.289, -0.881, -1.606], [2.239, -1.269, -2.630], [1.811, -2.592, -3.257], [1.726, -3.676, -2.188], [0.787, -3.207, -1.082], [1.258, -1.862, -0.539], [0.567, -1.506, 0.230], [2.256, -1.982, -0.074], [-0.220, -3.089, -1.487], [0.751, -3.937, -0.272], [1.366, -4.611, -2.623], [2.720, -3.858, -1.771], [0.831, -2.460, -3.717], [2.524, -2.874, -4.035], [2.260, -0.489, -3.397], [3.261, -1.370, -2.218], [1.624, 1.139, -1.962], [2.490, 0.521, -0.530], [-2.452, 2.686, 0.579], [-3.286, 2.962, 1.222], [-1.862, 3.571, 0.353], [-2.830, 2.276, -0.353], [-1.068, 2.201, 2.531], [-0.184, 3.196, 2.512], [0.244, 3.732, 1.524], [0.222, 3.554, 3.922], [-0.602, 3.382, 4.607], [0.544, 4.590, 3.957], [1.056, 2.918, 4.212], [-3.355, -1.329, 0.923], [-2.112, -0.661, -0.141]],
  "forces_ev_per_angstrom": [[0.05, 0.12, 0.16], [-0.09, 0.00, -0.10], [0.11, 0.09, -0.07], [0.00, 0.07, 0.03], [0.04, 0.05, 0.05], [-0.35, 0.04, -0.08], [0.59, -0.10, -0.13], [-0.51, 0.13, 0.27], [0.27, -0.08, -0.19], [0.06, 0.10, 0.02], [-0.06, -0.05, -0.32], [0.27, 0.00, 0.13], [-0.26, 0.05, -0.10], [0.29, 0.01, 0.12], [-0.33, -0.20, 0.11], [0.10, -0.04, 0.00], [-0.03, 0.05, 0.00], [-0.08, -0.01, 0.04], [-0.05, -0.01, 0.02], [0.07, -0.05, 0.01], [0.05, -0.05, 0.01], [-0.02, 0.02, -0.08], [-0.02, 0.01, -0.05], [0.06, 0.00, 0.07], [-0.03, 0.04, -0.02], [0.11, -0.07, 0.08], [-0.06, 0.02, -0.15], [0.14, 0.03, 0.18], [-0.10, -0.01, 0.05], [-0.02, -0.01, -0.04], [-0.06, -0.05, -0.06], [-0.48, -0.48, 0.00], [0.44, 0.55, 0.29], [-0.08, -0.01, -0.03], [-0.07, 0.01, -0.19], [0.00, -0.01, 0.09], [0.02, 0.01, -0.03], [0.05, -0.06, 0.04], [-0.06, -0.07, -0.02], [0.02, -0.07, -0.10]],
  "de_lowest_kj_mol": 80.8,
  "smiles": "CC[C@](C)(C#CCN1CCCCC1)OC(C)=O",
  "fmax_ev_per_a": 0.763,
  "orbital_gap_ev": 9.68,
  "homo_energy_ev": -8.7421
}

***

[3]
{
  "formula": "C39H45N5OPb",
  "method": "the ωB97M-V functional and the def2-TZVPD basis",
  "elements": ["Pb", "N", "N", "C", "C", "C", "C", "H", "H", "H", "C", "C", "H", "H", "H", "C", "C", "H", "H", "H", "C", "H", "H", "H", "C", "H", "H", "H", "C", "H", "C", "H", "C", "H", "C", "H", "C", "C", "H", "C", "C", "H", "C", "H", "N", "C", "C", "C", "H", "C", "C", "H", "H", "H", "C", "H", "C", "C", "H", "H", "H", "C", "H", "H", "H", "C", "N", "N", "C", "O", "C", "C", "C", "C", "C", "C", "C", "C", "C", "H", "H", "H", "H", "H", "H", "H", "H", "H", "H", "H", "H"],
  "positions_angstrom": [[1.192, -1.173, 0.380], [2.182, 0.177, -1.231], [0.173, -1.748, -2.555], [-2.152, -1.415, 1.598], [-2.640, -0.737, 0.450], [-2.090, 0.570, 0.450], [-2.313, 1.624, -0.560], [-3.193, 1.403, -1.176], [-1.446, 1.735, -1.228], [-2.490, 2.595, -0.075], [-1.255, 0.702, 1.588], [-0.523, 1.922, 1.995], [-1.141, 2.557, 2.655], [-0.256, 2.528, 1.118], [0.400, 1.692, 2.548], [-1.299, -0.524, 2.305], [-0.632, -0.796, 3.598], [0.337, -0.283, 3.681], [-0.473, -1.874, 3.745], [-1.253, -0.442, 4.439], [-3.556, -1.281, -0.576], [-4.316, -0.535, -0.855], [-4.075, -2.175, -0.205], [-3.016, -1.550, -1.498], [-2.441, -2.802, 2.018], [-1.542, -3.436, 1.942], [-3.213, -3.256, 1.385], [-2.785, -2.841, 3.065], [3.362, 0.820, -0.966], [3.608, 0.970, 0.093], [4.205, 1.253, -1.980], [5.153, 1.736, -1.732], [3.794, 1.124, -3.309], [4.439, 1.429, -4.134], [2.521, 0.657, -3.564], [2.080, 0.669, -4.560], [1.710, 0.142, -2.522], [0.450, -0.420, -2.853], [-0.177, 0.043, -3.625], [0.468, -2.414, -1.362], [-0.362, -2.648, -3.497], [-0.622, -2.369, -4.499], [-0.404, -3.832, -2.896], [-0.665, -4.790, -3.314], [-0.119, -3.654, -1.547], [-0.601, -4.592, -0.573], [-1.914, -5.097, -0.746], [-2.397, -6.047, 0.155], [-3.405, -6.448, 0.019], [-1.625, -6.522, 1.216], [-2.177, -7.587, 2.118], [-2.302, -7.239, 3.152], [-1.524, -8.470, 2.144], [-3.162, -7.898, 1.754], [-0.334, -6.013, 1.373], [0.294, -6.390, 2.187], [0.213, -5.090, 0.468], [1.663, -4.746, 0.607], [2.226, -4.807, -0.334], [2.102, -5.498, 1.283], [1.850, -3.765, 1.078], [-2.844, -4.634, -1.818], [-2.536, -4.941, -2.823], [-2.993, -3.547, -1.795], [-3.820, -5.103, -1.647], [0.719, 6.591, 1.351], [0.316, 5.696, 0.293], [1.174, 4.805, -0.244], [0.523, 4.051, -1.230], [1.015, 3.021, -1.719], [-0.773, 4.672, -1.326], [-0.869, 5.627, -0.348], [-1.999, 6.526, 0.005], [2.487, 4.603, 0.271], [2.651, 4.181, 1.592], [3.936, 4.085, 2.116], [5.044, 4.379, 1.313], [4.869, 4.751, -0.025], [3.586, 4.837, -0.566], [0.901, 6.050, 2.287], [-0.100, 7.290, 1.524], [1.625, 7.152, 1.091], [-1.531, 4.360, -2.015], [-2.039, 6.730, 1.082], [-1.949, 7.482, -0.538], [-2.938, 6.033, -0.279], [1.765, 3.964, 2.192], [4.063, 3.791, 3.156], [6.051, 4.313, 1.729], [5.731, 4.980, -0.657], [3.403, 5.115, -1.608]],
  "forces_ev_per_angstrom": [[-0.39, 0.34, 1.06], [1.09, 0.55, -0.78], [-0.20, -1.49, 1.06], [0.39, 1.08, -0.23], [0.68, 0.46, 0.91], [0.25, -0.82, 0.76], [-0.01, 0.47, -0.37], [0.06, 0.04, -0.04], [-0.16, 0.09, 0.00], [0.04, -0.02, -0.17], [-0.49, -1.00, -0.28], [0.05, 0.58, 0.12], [0.22, 0.05, -0.06], [0.06, -0.03, 0.16], [-0.08, 0.04, -0.11], [-0.44, 0.12, -1.02], [-0.01, -0.05, 0.49], [-0.08, -0.14, 0.02], [0.09, 0.14, 0.05], [0.20, -0.10, 0.09], [-0.22, -0.01, -0.34], [0.03, -0.22, -0.05], [-0.01, 0.08, -0.16], [-0.17, 0.00, -0.04], [-0.02, -0.54, 0.17], [-0.25, -0.11, 0.12], [0.08, -0.05, 0.15], [-0.01, -0.16, -0.13], [-0.42, -0.58, -0.92], [-0.06, -0.23, -0.44], [0.22, 0.13, 1.05], [-0.33, -0.16, -0.01], [-0.99, 0.06, -0.37], [-0.11, 0.00, 0.20], [0.49, 0.75, -0.03], [0.33, -0.19, 0.12], [-0.18, 0.23, 0.39], [0.25, 0.93, -0.36], [0.63, -0.52, 0.03], [-1.76, 1.06, -1.43], [1.03, 1.02, 0.58], [0.25, 0.16, -0.11], [-0.94, -0.88, 0.34], [-0.07, 0.12, 0.22], [0.91, -1.29, -0.23], [0.16, -0.42, -0.11], [0.45, -0.01, 0.60], [0.43, -0.11, 0.07], [0.27, 0.19, 0.01], [0.17, 0.37, -0.24], [-0.13, -0.13, 0.23], [0.07, -0.01, -0.19], [-0.11, 0.15, 0.00], [0.15, -0.04, 0.12], [-0.24, -0.06, -0.33], [-0.15, 0.13, -0.27], [-0.43, -0.03, -0.22], [0.47, -0.31, 0.51], [-0.33, 0.28, 0.13], [0.02, 0.25, -0.16], [-0.06, -0.23, -0.37], [-0.79, -0.05, -0.31], [-0.18, 0.20, 0.30], [0.19, -0.28, -0.13], [0.07, 0.16, 0.04], [0.02, 0.19, 0.16], [-0.81, 1.14, 0.94], [0.82, -0.99, -0.70], [0.26, -0.93, 0.13], [-0.24, 1.11, -0.11], [0.12, -0.08, -0.09], [0.59, -0.19, -0.28], [-0.47, 0.02, 0.00], [-0.09, -0.32, -0.09], [0.10, 0.20, -0.24], [0.10, 0.14, -0.11], [-0.12, -0.09, -0.17], [-0.15, -0.18, 0.08], [-0.16, 0.24, 0.34], [-0.04, 0.10, -0.04], [0.26, 0.02, -0.04], [-0.16, -0.02, -0.04], [-0.20, -0.10, 0.02], [0.00, -0.02, -0.28], [0.07, -0.20, 0.19], [0.21, 0.15, 0.05], [0.32, 0.02, -0.13], [0.04, 0.01, -0.23], [-0.26, 0.03, -0.07], [-0.25, -0.12, 0.22], [0.11, -0.07, 0.46]],
  "de_lowest_kj_mol": 0.0,
  "total_charge": -2,
  "fmax_ev_per_a": 2.502,
  "orbital_gap_ev": [3.69, 1.45],
  "homo_energy_ev": [0.2243, 2.4574]
}